Entry 1:
{
  "formula": "C28H80FeN4O14P",
  "method": "wB97M-V/def2-TZVPD",
  "symbols": ["O", "H", "H", "O", "C", "H", "P", "H", "C", "H", "H", "H", "H", "H", "H", "C", "C", "C", "H", "H", "H", "H", "C", "H", "H", "H", "O", "O", "H", "H", "C", "C", "C", "O", "H", "O", "H", "H", "H", "H", "H", "H", "N", "C", "H", "C", "N", "O", "H", "H", "O", "C", "H", "H", "H", "C", "H", "H", "H", "H", "H", "H", "H", "H", "H", "H", "C", "H", "H", "C", "H", "H", "H", "H", "H", "H", "H", "H", "O", "H", "O", "C", "O", "C", "H", "H", "H", "C", "H", "O", "Fe", "H", "C", "H", "O", "C", "H", "C", "C", "N", "O", "H", "C", "H", "H", "H", "H", "H", "H", "C", "H", "H", "H", "H", "N", "H", "H", "C", "H", "C", "C", "H", "H", "H", "H", "H", "C", "H"],
  "xyz": [[8.63, 19.89, 4.74], [11.95, 19.99, -1.94], [8.16, 24.94, 1.92], [10.72, 20.87, -3.31], [15.12, 20.23, 3.78], [12.13, 24.39, 2.10], [9.54, 20.56, 3.62], [7.88, 18.68, 0.21], [4.15, 21.02, 6.48], [13.32, 24.87, 0.01], [10.69, 17.21, 7.04], [13.00, 23.40, 4.38], [9.67, 23.70, 3.29], [5.20, 24.50, 1.83], [10.07, 23.70, 8.46], [6.11, 16.79, 3.83], [11.20, 20.79, -1.97], [8.28, 23.48, 6.49], [12.10, 24.51, 5.41], [14.34, 22.64, 6.37], [7.10, 17.08, 5.58], [10.99, 21.03, 0.55], [5.12, 23.42, 1.94], [4.47, 23.21, 2.80], [10.95, 22.46, 4.96], [10.01, 16.68, 1.83], [11.57, 22.48, 1.60], [11.59, 22.57, 5.71], [9.50, 26.80, 0.62], [11.34, 21.25, -5.21], [13.60, 20.27, 3.79], [10.06, 20.36, -1.08], [12.73, 23.96, 0.08], [9.71, 24.67, 3.20], [9.88, 14.04, 1.94], [6.17, 21.30, 2.08], [11.04, 22.52, 2.42], [15.44, 19.76, 2.84], [3.46, 20.51, 5.80], [5.35, 21.83, 4.92], [6.05, 25.92, 6.20], [8.82, 20.79, 6.46], [10.59, 20.13, 0.28], [10.55, 14.50, 2.66], [5.11, 17.10, 1.89], [13.63, 23.46, 6.50], [7.08, 17.54, 4.67], [10.47, 19.29, 3.46], [8.41, 21.61, -1.89], [8.91, 15.10, 3.96], [9.92, 22.02, 3.72], [6.87, 18.44, 0.54], [7.04, 20.22, 5.20], [13.28, 23.16, -0.42], [10.71, 26.62, 1.89], [11.77, 21.13, -4.22], [11.39, 14.95, 2.13], [4.33, 15.63, 4.09], [9.67, 19.40, -1.44], [6.01, 22.07, 6.51], [9.07, 27.17, 2.32], [6.17, 24.54, 5.05], [7.03, 20.83, 2.18], [9.92, 18.74, 6.59], [14.23, 24.37, 6.46], [12.08, 19.08, 3.71], [10.60, 16.26, 4.55], [7.10, 22.99, 1.30], [5.35, 18.51, 2.94], [9.79, 15.55, 3.48], [6.87, 23.00, 3.07], [9.15, 24.09, 6.22], [6.51, 18.34, 5.01], [10.97, 13.76, 3.35], [12.45, 20.27, -4.24], [5.04, 16.05, 5.58], [10.06, 21.66, 6.83], [8.09, 22.91, 5.57], [7.03, 17.94, 1.88], [11.49, 18.31, 5.87], [8.50, 19.94, 2.62], [9.21, 23.13, 8.83], [13.07, 18.96, 3.80], [6.43, 22.68, 2.11], [15.59, 19.67, 4.58], [11.55, 16.71, 4.23], [13.17, 23.43, 7.48], [12.60, 23.53, 5.39], [4.09, 17.23, 4.65], [9.81, 17.30, 5.15], [8.79, 18.31, 3.58], [10.88, 15.51, 5.30], [8.47, 22.49, 7.65], [6.56, 15.81, 3.61], [7.18, 24.31, 6.80], [12.52, 23.53, 1.54], [6.20, 19.29, 0.51], [9.65, 26.52, 1.66], [4.85, 16.46, 4.59], [9.22, 21.29, 7.26], [6.17, 20.10, 5.67], [8.55, 16.22, 2.02], [8.95, 21.42, -0.96], [7.47, 22.21, 8.01], [13.25, 20.85, 2.93], [6.50, 17.62, -0.09], [8.21, 21.17, -0.20], [9.85, 20.12, 0.98], [9.58, 22.36, 9.50], [5.52, 21.33, 5.87], [4.27, 20.36, 7.34], [13.22, 20.78, 4.69], [4.62, 23.05, 1.04], [3.60, 21.91, 6.78], [9.30, 16.64, 2.57], [13.48, 23.28, 2.01], [9.60, 24.40, 1.13], [10.53, 17.92, 6.22], [9.40, 22.37, -0.64], [5.82, 17.60, 2.55], [9.25, 25.07, 1.93], [8.60, 23.81, 9.43], [15.52, 21.25, 3.79], [12.33, 22.03, -3.97], [11.63, 21.74, -1.65], [7.49, 25.66, 5.22], [6.70, 25.15, 5.80], [11.78, 24.10, -0.44]],
  "relative_energy_kcal_mol": 31.2,
  "multiplicity": 6,
  "total_energy_ha": -3992.29480,
  "largest_force_ev_per_a": 4.969
}


Entry 2:
{
  "formula": "C28H80N4O12",
  "method": "wB97M-V/def2-TZVPD",
  "symbols": ["O", "H", "C", "C", "H", "H", "H", "C", "H", "H", "O", "O", "H", "H", "H", "H", "H", "H", "C", "H", "H", "H", "C", "H", "H", "H", "C", "N", "C", "H", "H", "H", "H", "H", "C", "H", "C", "H", "H", "H", "H", "H", "H", "H", "C", "O", "N", "H", "C", "C", "H", "N", "H", "H", "C", "C", "H", "N", "H", "C", "H", "H", "C", "H", "O", "H", "H", "H", "O", "O", "H", "H", "H", "C", "C", "H", "H", "C", "H", "C", "H", "H", "H", "H", "O", "H", "O", "H", "H", "H", "H", "H", "H", "C", "O", "H", "C", "H", "C", "H", "H", "H", "H", "H", "H", "C", "H", "O", "H", "H", "H", "H", "C", "H", "O", "H", "C", "H", "H", "C", "H", "C", "H", "H"],
  "xyz": [[3.31, -26.74, -16.16], [-2.00, -12.99, -15.18], [4.71, -18.15, -15.19], [-9.93, -20.85, -11.71], [3.96, -20.33, -2.75], [2.84, -17.54, -15.09], [0.31, -15.06, -9.12], [2.38, -25.84, -15.78], [-1.48, -21.12, -11.16], [2.33, -24.95, -16.41], [3.70, -17.17, -15.30], [-6.99, -27.91, -7.43], [6.91, -18.03, -15.61], [0.79, -15.33, -7.64], [-2.63, -22.69, -11.31], [-10.68, -18.74, -10.38], [0.69, -17.20, -9.90], [-9.29, -26.45, -9.39], [3.15, -20.95, -3.14], [-2.24, -24.76, -1.39], [-7.94, -26.02, -7.11], [9.30, -24.29, -12.59], [9.19, -23.61, -11.75], [-1.66, -15.61, -7.45], [0.92, -21.59, -10.93], [1.98, -21.03, -5.02], [-4.26, -21.18, -16.32], [-3.50, -20.21, -16.59], [1.08, -28.32, -7.45], [2.43, -21.17, -2.36], [-4.27, -23.08, -3.93], [2.75, -25.49, -14.81], [-9.13, -28.00, -5.86], [-7.72, -19.69, -11.94], [-3.46, -23.64, -3.47], [-3.45, -14.27, -12.55], [0.97, -26.54, -15.60], [-2.60, -26.02, -2.68], [-3.27, -20.12, -17.56], [-5.17, -22.60, -17.18], [9.30, -25.09, -10.41], [4.73, -18.62, -14.21], [3.69, -21.87, -3.35], [-0.31, -27.01, -8.03], [-1.96, -14.49, -13.97], [3.60, -19.69, -5.24], [-1.44, -13.78, -14.93], [0.93, -26.93, -14.58], [-2.96, -25.47, -1.81], [-9.37, -27.73, -6.89], [0.52, -30.13, -6.18], [-2.87, -13.85, -13.26], [-0.69, -14.11, -15.52], [6.92, -22.98, -9.31], [-1.21, -21.88, -10.43], [1.81, -27.68, -6.24], [-6.18, -27.41, -7.58], [-4.67, -21.74, -17.39], [-3.05, -12.90, -13.56], [2.53, -20.32, -4.41], [3.50, -19.63, -16.13], [-2.61, -23.03, -3.16], [7.98, -23.93, -10.89], [10.15, -23.50, -11.23], [-2.19, -22.85, -10.48], [4.52, -18.71, -17.30], [2.07, -30.32, -7.03], [-0.97, -17.18, -7.21], [-4.67, -21.37, -15.21], [-1.51, -15.60, -13.68], [1.54, -28.06, -8.40], [4.00, -26.36, -16.70], [0.15, -25.86, -15.83], [-8.13, -26.99, -7.57], [4.45, -19.13, -16.29], [-3.29, -26.21, -1.09], [7.24, -22.09, -10.94], [1.07, -29.88, -7.09], [-7.69, -25.74, -9.36], [0.29, -15.90, -8.43], [0.36, -23.17, -11.39], [-9.33, -21.65, -12.17], [-10.35, -20.26, -12.52], [6.36, -16.60, -14.64], [-8.34, -19.31, -11.31], [-8.55, -20.91, -9.95], [-4.71, -23.81, -1.43], [3.21, -19.40, -6.07], [-4.40, -21.53, -18.34], [1.80, -19.57, -4.11], [6.14, -16.64, -16.28], [-10.63, -20.06, -9.13], [-9.43, -18.88, -9.00], [-1.09, -16.39, -7.95], [1.07, -16.96, -9.04], [-4.77, -25.21, -2.94], [0.22, -22.37, -10.66], [-2.87, -24.20, -4.20], [-10.05, -19.37, -9.75], [1.00, -27.41, -16.26], [-7.85, -27.44, -9.74], [8.48, -22.29, -9.66], [7.17, -24.26, -11.54], [0.60, -22.90, -9.79], [0.69, -30.48, -7.92], [7.60, -22.73, -10.13], [-3.25, -19.47, -15.95], [-0.27, -27.84, -7.56], [-10.08, -26.90, -6.86], [5.28, -19.83, -16.34], [-9.74, -28.66, -7.33], [-1.28, -21.43, -9.44], [-4.04, -24.58, -2.43], [-4.41, -24.09, -0.56], [8.42, -24.97, -10.03], [2.85, -27.97, -6.09], [6.11, -17.32, -15.43], [-10.76, -21.40, -11.27], [1.84, -26.61, -6.43], [-9.07, -20.22, -10.62], [-1.66, -16.78, -8.80], [-8.26, -26.65, -9.12], [9.09, -22.58, -12.10], [1.37, -27.93, -5.27]],
  "relative_energy_kcal_mol": 36.0,
  "smiles": "NC(N)=O.NC(N)=O.CC(C)O.CC(C)O.CC(C)O.CC(C)O.CC(C)O.CC(C)O.CCO.CCO.CCO.CCO",
  "multiplicity": 1,
  "total_energy_ha": -2236.50829,
  "largest_force_ev_per_a": 8.263
}